{"formula": "C17H28F11N5OPS", "method": "wB97M-V/def2-TZVPD", "symbols": ["H", "F", "H", "H", "C", "H", "H", "N", "C", "C", "H", "C", "F", "H", "H", "F", "H", "F", "C", "F", "H", "H", "H", "H", "C", "N", "H", "F", "H", "H", "C", "F", "C", "C", "F", "H", "H", "H", "H", "N", "P", "N", "H", "F", "H", "C", "C", "S", "H", "C", "H", "F", "C", "N", "C", "H", "C", "F", "C", "H", "O", "H", "H", "C"], "coordinates": [[2.4143, -3.5594, -2.3310], [6.2025, -1.1736, 1.2272], [1.5898, -2.5251, 0.5762], [-3.6661, -0.5538, 2.6278], [-4.0554, -1.6009, 2.2732], [0.3711, 5.3477, -0.1231], [1.3774, -1.2645, -3.1688], [-2.2936, 2.2892, 1.6835], [1.0880, -1.7184, -2.1033], [0.1374, 3.0123, -0.3281], [-3.6873, 0.0838, -0.5844], [2.3813, -2.6020, -1.6210], [3.8002, -4.7675, 1.1341], [1.6344, 1.6925, 0.9238], [-1.4281, 4.7231, -0.3623], [4.9250, -3.2909, -0.3466], [-1.7829, 5.5759, -4.6164], [5.1689, 0.9432, 1.6004], [1.6393, 2.5702, 0.1496], [4.0372, -0.5385, 0.1190], [1.2978, -0.4683, -0.0804], [1.7923, -4.2477, -0.1599], [-1.9445, 3.8731, -4.1220], [-1.9887, 2.4016, 2.6967], [2.3053, -3.1720, -0.0860], [-3.3073, 5.6450, -1.6712], [3.3422, -1.9831, -1.8764], [-5.3490, -1.9051, 2.9909], [-3.3225, -2.4859, 2.5971], [-2.4561, -3.7202, 0.6130], [-4.3672, -1.6936, 0.6689], [2.7773, -2.3221, 2.8340], [-1.6969, 1.3221, 0.9162], [-1.7210, -1.0031, 0.2246], [-1.3695, -0.2309, -2.3494], [-4.4829, -2.8306, 0.3255], [-0.5525, 4.5303, 1.3592], [-0.4399, -3.4347, -0.4939], [-5.4251, -1.1879, 0.4442], [-1.3028, 1.2354, -0.5342], [-1.2842, -2.8388, 0.5165], [-0.7143, 2.3202, -1.1462], [2.2051, 3.5314, 0.5748], [5.1433, -0.6790, 3.3837], [-0.3294, -0.1732, 1.7247], [4.0031, -2.4169, 1.9667], [-3.2676, -0.9753, -0.3079], [4.6345, -0.6882, 1.7125], [1.1648, 0.5189, -1.6790], [-0.4085, 4.5031, 0.1979], [-3.0076, 2.9795, 1.3460], [5.0211, -3.1294, 2.8265], [-2.9250, 5.2766, -2.8150], [-1.3203, -0.0929, 1.4048], [-0.8858, -0.1559, -0.9518], [0.1081, -2.3574, -2.3068], [-2.4643, 4.8324, -4.1937], [3.1006, -0.0948, 2.2781], [0.7222, -0.4421, -1.1257], [-3.3264, 4.7216, -4.8571], [-0.5776, -2.9613, 1.9609], [2.2378, 2.2911, -0.8443], [-3.2779, -1.5967, -1.3275], [3.8061, -3.3384, 0.6354]], "forces_ev_per_angstrom": [[0.0, 2.2, 1.5], [-3.8, 0.8, 0.7], [1.7, -1.2, -0.9], [-0.9, -2.2, -0.7], [-0.8, -1.2, 0.1], [-1.7, -1.8, 0.9], [-0.7, -1.0, 2.4], [1.0, -0.8, -0.4], [-0.4, 0.2, -0.7], [-0.5, 1.0, 0.6], [1.3, -1.9, 0.6], [-0.1, -0.5, -0.9], [0.4, 4.3, -1.1], [0.2, 1.6, -1.5], [2.1, -0.5, 1.3], [-3.3, 0.3, 3.4], [-0.1, 0.0, 0.2], [-1.2, -3.4, 0.1], [-0.1, 0.8, -0.5], [1.3, -0.7, 2.8], [-1.5, -0.2, -2.1], [1.5, 2.3, 0.5], [-0.1, 0.1, 0.1], [-0.8, -0.7, -1.8], [0.0, -0.1, -0.6], [3.1, -3.0, -9.0], [-1.8, -1.2, 0.9], [2.8, 0.8, -1.6], [-1.5, 2.2, -0.6], [0.7, 1.2, -0.8], [-0.8, -0.3, -0.1], [4.1, -0.9, -3.4], [2.2, -3.3, -3.0], [0.1, 1.7, -2.7], [0.4, -0.2, 3.0], [0.2, 2.5, 1.0], [0.6, -0.4, -2.2], [-0.8, 0.8, 0.1], [2.4, -1.1, 0.6], [1.0, -0.1, 3.7], [2.4, -1.2, 6.0], [0.0, 2.5, 2.6], [-1.5, -2.2, -0.7], [-1.0, 0.2, -3.8], [-1.0, -0.1, -0.6], [0.2, -3.9, 3.8], [-1.0, -0.5, 0.0], [1.6, 4.3, 2.1], [-1.2, -2.0, 1.3], [0.7, 0.2, -2.2], [1.4, -0.8, -0.1], [-3.3, 2.5, -3.0], [-2.5, 2.4, 7.5], [-2.3, 1.5, -0.2], [0.2, -0.9, -1.1], [2.2, 1.2, 0.6], [-0.4, 0.4, 1.1], [2.8, -0.3, -1.5], [0.7, 1.3, -0.1], [0.1, 0.1, 0.2], [-1.8, 0.8, -4.7], [-1.5, 0.3, 2.2], [0.2, 1.5, 2.2], [-1.0, -3.3, -1.3]], "homo_energy_ev": -12.257, "total_charge": 1, "homo_lumo_gap_ev": 7.32, "energy_ev": -77573.8895}

***

{"formula": "C17H28F2InNOPSi", "method": "wB97M-V/def2-TZVPD", "symbols": ["O", "C", "C", "H", "H", "C", "H", "C", "C", "H", "N", "H", "H", "H", "H", "Si", "H", "H", "H", "H", "H", "H", "C", "C", "H", "H", "F", "C", "C", "In", "H", "H", "H", "H", "H", "H", "C", "H", "H", "H", "H", "C", "H", "P", "C", "C", "C", "H", "C", "C", "F", "C"], "coordinates": [[-1.9039, 3.9124, -4.4865], [-1.0509, 0.4502, 0.9537], [-1.4631, -0.8797, 0.2982], [0.7581, 4.8246, -2.3811], [0.0962, -3.8557, 0.9319], [3.5429, 0.7899, -2.0907], [-0.7337, -0.0039, 6.3544], [2.6696, 0.1650, -2.9804], [0.4031, 3.9084, -2.8375], [2.8421, 0.2909, -4.0392], [0.3559, -1.8323, 6.1963], [2.1218, -0.2358, 0.7982], [4.3740, 1.3770, -2.4499], [-0.0806, -2.3507, 6.9345], [0.8359, 0.7581, 4.2861], [-0.0561, -1.8368, -0.5165], [-2.2269, 3.0337, -4.7002], [-2.2762, -0.7636, -0.4164], [-1.3791, 0.4493, 1.9980], [-1.7298, -2.6324, -2.1847], [-1.8473, -1.5419, 1.0772], [0.0266, 0.5672, 0.9945], [0.8468, -0.1915, 4.7945], [1.6051, -0.5987, -2.5092], [2.4352, -1.3660, 3.7385], [1.7207, -3.1835, 0.5713], [-0.7353, 2.7209, 0.5579], [2.2623, -0.1280, -0.2697], [-1.6442, 1.6761, 0.2951], [-2.0499, 1.6100, -1.9246], [1.7430, -3.2988, 5.5038], [-4.7523, 1.9652, -2.7057], [-0.0910, -2.9193, -2.7887], [3.9898, 1.1264, -0.0229], [0.6768, -2.3798, 1.7553], [-0.7627, -3.9546, -1.5358], [0.0391, -0.5484, 5.8397], [-1.1710, 0.2671, -2.7061], [-4.3882, 0.2538, -2.7158], [0.7659, 3.0545, -2.2717], [0.7492, 3.8011, -3.8643], [3.3268, 0.6421, -0.7246], [0.9649, -1.0508, -3.2507], [-1.4749, 3.9125, -2.8323], [1.3562, -2.3010, 5.3876], [-4.2327, 1.1802, -2.1596], [0.6895, -2.9526, 0.8286], [-4.7004, 1.0381, -1.1879], [-0.7229, -2.9312, -1.9064], [1.3695, -0.7696, -1.1416], [-2.7781, 2.0364, 0.9971], [1.6839, -1.3045, 4.5083]], "forces_ev_per_angstrom": [[0.1, -0.3, 0.2], [-0.4, -0.3, 0.4], [0.3, -0.2, 0.1], [0.2, 0.2, -0.1], [0.0, -0.2, 0.2], [-0.5, -0.3, 0.2], [0.0, 0.0, 0.0], [0.3, 0.1, 0.4], [-0.6, -0.5, -0.1], [-0.1, -0.1, -0.1], [0.0, 0.0, 0.0], [0.0, 0.0, 0.1], [0.1, 0.1, -0.1], [0.0, 0.0, 0.0], [0.0, 0.0, 0.0], [-0.1, -0.1, -0.1], [0.1, 0.0, -0.2], [-0.1, 0.2, -0.1], [0.0, 0.1, 0.1], [-0.1, 0.1, -0.1], [-0.1, -0.2, 0.0], [0.2, 0.1, -0.2], [0.0, 0.0, 0.0], [0.4, 0.2, -0.1], [0.0, 0.0, 0.0], [0.1, -0.2, 0.1], [0.0, 0.2, 0.2], [-0.1, -0.1, -0.1], [0.8, 0.1, -0.7], [-0.5, -0.3, -0.2], [0.0, 0.0, 0.0], [-0.1, 0.2, 0.1], [0.0, 0.0, -0.1], [0.0, 0.0, 0.1], [0.1, -0.2, 0.2], [0.0, -0.2, 0.0], [0.0, 0.0, 0.0], [0.0, 0.1, 0.0], [0.1, -0.1, -0.1], [0.2, 0.0, 0.1], [0.1, 0.1, -0.1], [-0.1, -0.1, -0.2], [-0.2, -0.1, 0.1], [-0.1, 0.7, 0.4], [0.0, 0.0, 0.0], [0.4, -0.2, -0.1], [-0.1, 0.7, -0.5], [-0.1, 0.2, 0.2], [0.1, 0.1, 0.4], [0.2, 0.2, -0.2], [-0.4, 0.0, 0.2], [0.0, 0.0, 0.0]], "homo_energy_ev": -3.565, "total_charge": -1, "homo_lumo_gap_ev": 6.05, "energy_ev": -49396.8690}

***

{"formula": "C17H28N2O5", "method": "wB97M-V/def2-TZVPD", "symbols": ["H", "O", "C", "H", "C", "N", "C", "C", "C", "H", "O", "H", "H", "C", "C", "C", "H", "H", "H", "H", "H", "H", "H", "H", "O", "H", "H", "O", "C", "H", "H", "C", "H", "C", "H", "N", "H", "H", "H", "C", "H", "H", "C", "C", "C", "H", "H", "O", "C", "H", "H", "C"], "coordinates": [[4.9831, 0.6469, 4.4813], [0.9652, 1.6402, -2.1105], [-5.7356, 0.4043, -1.9466], [1.3483, -0.0162, -0.8705], [4.6126, -0.0977, 5.1899], [1.2610, -3.2516, 0.5719], [1.2647, 0.2301, -1.9829], [-2.7778, 3.7697, -2.9613], [0.8901, -3.8147, -0.7121], [0.3687, -3.0555, -1.3002], [2.7814, -2.9071, 3.8801], [-0.7796, 1.9164, -3.2140], [0.1248, 3.9451, -1.4904], [3.0841, -1.8784, 4.4585], [-0.4847, 1.8687, -2.1191], [5.4001, -1.9922, 3.7634], [-2.8843, 3.5387, -0.6858], [2.2895, -1.8128, 1.6225], [-0.6469, 2.9221, -0.1878], [-3.3576, 4.7419, -3.1454], [2.3244, 0.0737, -2.3945], [-6.5590, 1.8784, -0.4536], [5.1352, -2.0664, 2.7060], [-0.3344, -3.8455, 1.7687], [2.5241, -1.5934, -0.3795], [-2.7140, 1.1046, -4.0451], [0.2431, -4.6813, -0.5760], [-5.7092, 4.0528, -2.1323], [2.0699, -2.1589, 0.6010], [-2.0080, 5.0148, -1.2818], [-0.9307, 0.9461, -1.5977], [-0.7174, 3.2120, -1.2978], [2.3440, -1.2961, 5.0305], [0.7588, -3.8705, 1.7835], [1.1002, -4.9080, 1.8209], [4.3266, -1.3273, 4.4783], [1.1172, -3.3443, 2.6693], [-1.9968, 3.5830, -3.7575], [5.3767, -0.2926, 5.9465], [-5.2479, 2.8971, -2.1039], [3.7170, 0.2883, 5.6781], [6.3314, -1.4361, 3.8698], [-3.8772, 2.5972, -2.8807], [-2.1526, 3.8934, -1.4910], [-3.6630, 1.3342, -3.4633], [5.5266, -3.0009, 4.1635], [1.7945, -4.1120, -1.2487], [-5.0505, -0.6883, -4.0191], [-5.9434, 1.6741, -1.3915], [0.5245, -0.4585, -2.5037], [-6.1950, -0.5314, -1.4818], [-4.8227, 0.2640, -3.2574]], "forces_ev_per_angstrom": [[0.0, 0.1, 0.2], [-1.4, -0.7, -0.3], [0.3, 2.4, 0.6], [-0.5, 0.3, -1.7], [0.2, -0.1, -0.1], [0.4, 0.6, 0.2], [1.2, 0.1, 0.7], [-1.8, -0.3, 1.2], [0.2, 0.2, -0.1], [0.0, -0.2, -0.1], [0.3, 0.1, 0.1], [0.0, 0.0, 1.4], [-1.0, -1.0, -0.1], [0.5, 0.3, 0.1], [1.3, -0.1, 0.6], [-0.2, -0.2, -0.1], [0.9, 0.3, -1.3], [-0.1, -0.1, 0.0], [0.1, 0.5, -1.6], [0.9, -1.5, 0.0], [-1.7, 0.1, 0.5], [0.8, -0.3, -1.6], [0.2, -0.1, 0.0], [0.0, -0.1, 0.1], [0.2, -0.6, 0.2], [-1.6, 0.1, 0.7], [0.1, 0.1, 0.1], [1.1, -3.2, 0.5], [-0.2, -0.5, 0.2], [-0.2, -1.6, -0.2], [0.0, 1.5, -0.8], [-0.7, -0.8, 0.6], [0.0, 0.1, 0.0], [-0.2, 0.1, -0.1], [-0.1, 0.0, 0.2], [-0.8, -0.2, 0.1], [0.0, -0.1, -0.2], [-1.1, 0.2, 0.9], [0.0, 0.2, 0.0], [0.0, 1.2, -0.5], [0.0, -0.1, -0.1], [-0.2, 0.0, 0.0], [0.9, -1.5, -1.1], [0.6, 1.0, 0.1], [-1.7, 1.6, 1.5], [0.1, 0.0, -0.1], [-0.1, 0.0, -0.1], [0.9, 2.4, 1.8], [0.9, -1.3, -1.1], [0.8, 0.9, 0.5], [0.7, 1.4, -1.0], [-0.2, -1.2, -0.3]], "homo_energy_ev": -8.878, "total_charge": 0, "de_lowest_kcal_mol": 159.0, "homo_lumo_gap_ev": 7.88, "energy_ev": -31296.5879}

***

{"formula": "C17H28N2OS", "method": "wB97M-V/def2-TZVPD", "symbols": ["H", "C", "H", "C", "C", "C", "H", "H", "H", "H", "C", "C", "H", "C", "H", "C", "N", "H", "C", "C", "H", "H", "C", "H", "H", "N", "H", "H", "O", "H", "S", "C", "H", "H", "H", "H", "C", "C", "C", "H", "H", "C", "C", "H", "H", "H", "H", "H", "H"], "coordinates": [[0.1479, -2.6808, -1.5985], [-2.4777, -1.7187, 3.7703], [-2.7297, -3.5955, 1.6103], [-1.5630, 0.3092, 1.4094], [2.0071, 1.8220, -2.5907], [-4.0162, -1.3024, 3.5345], [-0.3950, -0.0365, 3.0706], [-1.8951, 0.2013, 0.2842], [0.9217, -1.6243, 1.8979], [-4.3471, -2.3088, 3.0732], [-1.0241, -2.9333, 0.4294], [-1.9963, -2.5440, 1.4725], [-0.0880, -3.6433, 1.0470], [-2.3261, -2.8713, 4.5127], [-0.1015, 1.9407, -3.2467], [-0.7782, -0.5346, 2.1775], [-0.3753, -1.7634, -0.0132], [-1.2889, -3.5697, -0.3592], [2.4495, -0.3719, -1.6216], [0.7815, -2.1198, -0.9398], [0.5976, 2.8558, 0.9742], [-2.4263, 0.5807, 2.0361], [0.7622, 1.1981, -2.7485], [-0.9455, -0.0439, -2.1318], [3.8951, 1.0608, -2.1052], [-1.6535, -1.9240, 2.5439], [-1.1813, -2.9656, 4.8007], [-2.0734, -0.8909, 4.2226], [0.3384, 1.8960, 0.6617], [-4.0983, -0.7541, 2.7746], [2.3847, 3.3761, -3.2564], [1.1707, 4.0058, -3.9202], [-2.6717, -3.6669, 4.1238], [-2.7376, -2.8281, 5.5729], [3.1734, -0.9420, -0.9122], [0.6755, 3.3717, -4.7524], [0.4084, -1.0072, 1.2544], [3.0404, 1.0318, -1.9661], [-0.9650, 1.8513, 1.5115], [0.8701, -0.2244, 0.7231], [1.5394, -2.5448, -0.4190], [0.2187, 0.1341, -2.0847], [1.1557, -0.7453, -1.6569], [0.2957, 4.1662, -3.1462], [-4.3365, -1.2061, 4.4363], [-0.6981, 2.1834, 2.5446], [1.4224, 4.7889, -4.3837], [-2.6681, -1.9528, 0.8906], [-1.4452, 2.6700, 1.2179]], "forces_ev_per_angstrom": [[1.0, -1.2, -1.1], [-2.0, 2.6, -5.0], [2.0, 2.6, 0.3], [-3.9, 8.0, -2.2], [1.4, -2.4, 0.4], [4.8, -9.3, -1.1], [-0.3, -0.5, 0.2], [1.0, -0.5, 2.6], [2.0, -2.0, 0.5], [-0.4, 1.2, 1.0], [5.2, -1.5, 4.0], [-6.1, -6.1, -5.1], [-2.3, 1.3, -1.4], [4.9, 1.7, 8.6], [2.4, -2.0, 1.2], [2.0, -5.4, -0.5], [4.1, 1.7, 1.7], [-1.2, -0.6, -1.1], [5.2, 3.3, 1.9], [-5.0, 4.6, -1.6], [0.0, -2.8, -1.5], [-0.8, -0.5, -0.5], [-4.1, 5.1, -0.9], [2.7, 0.1, 0.2], [14.6, 1.4, -1.5], [5.2, 6.0, 5.9], [-2.1, -0.3, -0.9], [1.3, 1.9, 1.2], [-1.3, 3.3, 2.8], [-1.0, 5.6, -5.2], [10.1, -3.8, 4.5], [-12.9, -3.5, -0.7], [-2.2, -5.9, -3.1], [-0.1, 0.2, -1.2], [-1.2, 0.4, -1.8], [0.6, 0.7, 1.0], [-5.5, -0.8, -1.6], [-18.9, -4.4, 0.8], [4.5, -4.5, 0.2], [0.9, 0.9, 0.1], [2.5, -1.7, 1.1], [-2.5, 0.0, -2.1], [0.1, -3.6, 2.7], [1.2, 0.3, -1.6], [-2.9, 1.4, 5.2], [0.1, -1.1, -0.2], [1.8, 6.6, -3.2], [-1.5, 0.7, -1.1], [-3.2, 2.6, -2.0]], "homo_energy_ev": -7.653, "total_charge": 0, "de_lowest_kcal_mol": 386.5, "homo_lumo_gap_ev": 8.27, "energy_ev": -33932.2696}

***

{"formula": "C17H28N6O6PtSe", "method": "wB97M-V/def2-TZVPD", "symbols": ["H", "H", "H", "H", "O", "H", "C", "N", "C", "O", "C", "H", "C", "H", "H", "H", "H", "C", "C", "O", "N", "H", "C", "O", "H", "H", "C", "H", "H", "H", "C", "C", "Pt", "N", "H", "H", "H", "Se", "C", "H", "C", "H", "C", "C", "N", "N", "H", "C", "C", "H", "H", "H", "O", "N", "C", "H", "H", "O", "H"], "coordinates": [[3.5253, -3.0883, -1.3007], [-4.1756, -4.4066, -0.0039], [-2.4281, -3.0394, 2.3135], [2.3887, 1.0288, -0.8648], [-1.5237, -3.4730, 1.8449], [2.7387, -2.9461, 3.2957], [3.4754, 5.8624, -1.1355], [-2.7078, -1.3824, 1.1686], [-3.3753, 0.3329, -2.1020], [0.3526, -2.2303, 3.0669], [-2.4652, -4.0492, -1.4894], [-2.8602, 1.2708, -2.3290], [3.2761, -2.1375, -0.8088], [-2.7479, -3.9078, 0.6317], [3.1520, -1.4388, -1.6383], [-0.8035, -3.4515, 2.6239], [3.7980, 7.4152, 0.3180], [2.7927, 4.6824, -1.4670], [1.0154, 2.6161, 0.9014], [-3.2485, -1.8076, 2.2971], [1.4399, 2.8483, -0.3935], [4.1194, -1.7975, -0.1947], [2.0319, -2.2686, -0.0058], [0.7769, -2.1125, -1.9170], [-4.4323, 0.5550, -1.9285], [2.1793, 2.1964, -2.2249], [-2.8059, -0.3436, -0.9209], [4.1950, 6.2807, -1.8334], [0.8633, 3.9573, 2.5040], [2.1373, 6.4534, 1.9855], [1.9128, 4.1741, -0.5299], [3.2487, 6.5056, 0.0941], [-0.8408, -1.7999, 0.5427], [0.6375, -2.2490, 1.8220], [-2.7434, -5.0745, -1.3373], [-1.2815, -3.8237, -1.7013], [3.8090, -2.8978, 1.9021], [0.7717, 0.9783, 1.7126], [1.8916, -2.4055, 1.3838], [2.9298, 4.1407, -2.4024], [-3.4195, -0.6311, 0.3029], [-5.4851, -1.0517, 0.8042], [2.9637, -2.4277, 2.3686], [2.3428, 5.9848, 1.0277], [-1.5109, -0.7058, -0.9581], [0.8241, -2.1209, -0.5796], [-4.7929, 0.3120, 1.6902], [-4.7702, -0.2169, 0.7293], [1.7126, 1.7728, -1.3251], [0.0757, -1.3268, -2.0590], [0.7746, 1.2611, -1.5903], [3.2991, -1.4109, 2.5777], [-3.4897, -3.6818, 0.0121], [1.0774, 3.8433, 1.5186], [1.6878, 4.8028, 0.6936], [-5.2314, 0.4831, 0.0305], [-3.3006, -0.3183, -2.9795], [-0.7679, -0.1938, -1.8632], [-3.0091, -3.5416, -2.2799]], "forces_ev_per_angstrom": [[0.1, 0.1, 0.3], [1.1, 0.9, 0.5], [1.5, 0.3, -0.7], [-0.2, 0.4, -0.1], [0.2, -1.0, 2.9], [-0.3, 0.1, -0.1], [-0.5, -0.3, 0.0], [-1.6, 1.5, 0.4], [-0.7, 0.4, -0.1], [0.6, -0.3, -0.2], [4.7, 0.3, -3.9], [0.0, -0.2, 0.0], [0.4, -0.5, -0.2], [-0.9, -0.3, -0.3], [-0.3, 0.1, 0.2], [-1.9, 0.2, -1.8], [-0.1, -0.1, 0.0], [0.1, 0.5, -0.2], [0.8, 0.7, -0.7], [0.5, 0.4, -1.2], [-0.2, 0.2, 0.8], [-0.3, -0.3, -0.1], [-2.9, 0.8, -2.1], [-0.4, 0.6, -0.3], [0.2, 0.0, -0.1], [-0.2, -0.2, 0.3], [2.3, -0.1, -0.2], [-0.1, -0.1, 0.1], [0.1, -0.1, -0.4], [0.3, 0.0, -0.1], [0.2, -1.1, 0.7], [-0.4, -0.3, 0.0], [0.6, -0.6, -2.3], [1.6, 0.0, 1.6], [0.5, -0.5, -0.5], [-2.7, -0.9, 0.7], [0.6, -0.4, -0.1], [-0.2, 0.7, -0.2], [-2.0, 0.7, 1.7], [0.3, 0.3, 0.2], [-0.2, -1.5, 2.6], [0.5, 0.0, 0.1], [1.1, -0.1, 0.1], [-0.2, 0.2, -0.4], [-2.9, 1.0, 0.6], [2.7, -0.4, 1.2], [0.4, -0.4, 0.0], [-1.3, 0.4, -0.2], [-0.1, -0.4, -0.3], [0.6, -0.1, -0.5], [0.4, 0.2, 0.1], [-0.2, 0.2, 0.3], [-2.6, -0.1, 2.8], [-0.2, 0.0, -0.1], [0.4, -0.5, 0.4], [0.2, 0.0, -0.2], [0.1, 0.1, 0.1], [0.7, -0.5, -1.3], [-0.3, 0.0, 0.2]], "homo_energy_ev": [-5.269, -7.512], "total_charge": 0, "de_lowest_kcal_mol": 72.2, "homo_lumo_gap_ev": [4.87, 6.05], "energy_ev": -107890.2733, "s_squared": 2.224, "multiplicity": 3}